C43H59GeN6OV as an isolated structure in a non-equilibrium geometry. Source: the OMol25 dataset; level of theory: wB97M-V/def2-TZVPD.

Calculated values
- Expectation value of S²: 2.033
- HOMO-LUMO gap (spin up / spin down): 8.3 / 8.4 eV
- Molar mass: 799.5 g/mol
- DFT total energy: -5098.64506 Eh
- Multiplicity: 3
- Max |F|: 0.0801 Eh/bohr

Geometry (Å):
V1 -0.092 -0.552 0.828
C1 -1.612 0.679 1.817
C2 -2.539 -0.062 1.003
C3 -2.427 -1.424 1.409
C4 -1.458 -1.469 2.458
C5 -1.021 -0.173 2.782
C6 -0.378 0.280 4.078
C7 0.326 -0.873 4.798
C8 0.615 1.424 3.835
C9 -1.513 0.788 4.982
C10 -3.227 -2.682 1.050
C11 -4.733 -2.469 1.283
C12 -2.963 -3.125 -0.399
C13 -2.849 -3.867 1.954
C14 -3.625 0.701 0.236
C15 -3.139 2.098 -0.173
C16 -4.108 0.033 -1.056
C17 -4.814 0.916 1.195
H1 -1.581 1.756 1.873
H2 -1.210 -2.351 3.025
H3 1.114 -1.312 4.188
H4 -0.381 -1.661 5.065
H5 0.777 -0.506 5.721
H6 1.349 1.136 3.081
H7 1.144 1.669 4.758
H8 0.099 2.322 3.491
H9 -2.236 -0.009 5.167
H10 -2.038 1.624 4.517
H11 -1.114 1.121 5.943
H12 -5.193 -1.840 0.527
H13 -4.907 -2.025 2.265
H14 -5.237 -3.436 1.254
H15 -2.904 -2.276 -1.079
H16 -3.758 -3.788 -0.751
H17 -2.025 -3.682 -0.432
H18 -3.101 -3.668 2.998
H19 -1.796 -4.115 1.878
H20 -3.420 -4.741 1.634
H21 -2.237 2.033 -0.776
H22 -2.942 2.743 0.683
H23 -3.913 2.586 -0.769
H24 -3.289 -0.058 -1.772
H25 -4.880 0.657 -1.513
H26 -4.541 -0.949 -0.895
H27 -4.463 1.323 2.146
H28 -5.359 -0.001 1.400
H29 -5.510 1.631 0.752
C18 3.259 -2.138 -0.922
N1 2.393 -2.150 -2.083
C19 2.887 -1.409 -3.238
C20 1.026 -2.261 -1.925
N2 0.356 -1.782 -0.922
N3 0.428 -2.935 -2.956
C21 -0.993 -2.855 -3.202
C22 1.102 -3.996 -3.686
H30 4.283 -2.292 -1.265
H31 2.988 -2.966 -0.271
H32 3.216 -1.203 -0.372
H33 3.053 -0.355 -2.997
H34 2.170 -1.469 -4.055
H35 3.833 -1.840 -3.573
H36 -0.581 -2.183 -0.911
H37 -1.543 -3.675 -2.731
H38 -1.164 -2.908 -4.279
H39 -1.385 -1.903 -2.848
H40 2.103 -4.138 -3.295
H41 1.164 -3.764 -4.752
H42 0.542 -4.929 -3.572
N4 3.403 -0.759 2.668
C23 2.428 -1.486 2.065
O1 1.499 -0.833 1.470
C24 2.491 -2.889 2.169
C25 3.550 -3.485 2.884
N5 4.446 -3.942 3.449
C26 1.613 -3.714 1.443
N6 0.952 -4.400 0.793
H43 3.486 0.210 2.409
H44 4.250 -1.238 2.931
C27 -0.539 0.914 -2.520
Ge1 0.353 1.345 -0.765
C28 -0.060 3.254 -0.307
C29 -0.775 4.142 -1.105
C30 -0.929 5.474 -0.743
C31 -0.371 5.944 0.437
C32 0.349 5.075 1.246
C33 0.500 3.749 0.871
C34 2.280 1.760 -1.215
C35 3.220 1.489 -0.252
C36 4.601 1.685 -0.452
C37 5.052 2.168 -1.644
C38 4.131 2.544 -2.650
C39 4.574 3.116 -3.866
C40 3.684 3.534 -4.813
C41 2.302 3.414 -4.576
C42 1.846 2.848 -3.418
C43 2.736 2.369 -2.426
H45 0.208 0.546 -3.227
H46 -1.060 1.755 -2.981
H47 -1.268 0.120 -2.354
H48 -1.226 3.800 -2.031
H49 -1.481 6.148 -1.386
H50 -0.492 6.982 0.722
H51 0.795 5.434 2.166
H52 1.076 3.079 1.502
H53 2.874 1.096 0.697
H54 5.306 1.423 0.330
H55 6.112 2.299 -1.829
H56 5.641 3.234 -4.022
H57 4.034 3.971 -5.740
H58 1.597 3.782 -5.312
H59 0.787 2.785 -3.225

Results of the Mulliken charge analysis, in e, for atoms 1 through 6:
1. V 0.42
2. C -1.43
3. C 1.85
4. C 0.23
5. C -0.61
6. C 0.50